No. 1
The following is a DFT calculation (ωB97M-V/def2-TZVPD) of a molecular structure, C20H19N2O3Pt.

XYZ file:
```
45
Properties=species:S:1:pos:R:3:forces:R:3:mulliken_spin:R:1
Pt -1.46490 0.51598 0.43792 -0.11 0.09 -0.07 1.06
C -2.46261 3.88306 -0.15196 0.01 0.01 0.00 0.00
O -1.50684 2.83008 -0.29461 0.07 0.04 0.04 0.03
C -0.29790 3.08852 -0.85067 -0.06 0.02 0.02 0.05
C 0.06030 4.35357 -1.29517 0.00 0.00 -0.03 -0.04
C 1.29990 4.56187 -1.87444 -0.01 0.00 0.00 0.08
C 2.19466 3.50931 -2.02163 0.01 -0.02 0.00 -0.03
C 1.84870 2.25228 -1.57829 0.03 0.01 -0.02 0.04
C 0.60829 2.01335 -0.97575 0.01 -0.05 0.04 0.04
N 0.24545 0.72558 -0.50022 0.04 -0.01 -0.05 0.36
N 1.19115 -0.14995 -0.67120 -0.03 0.04 -0.04 -0.20
C 1.09574 -1.45279 -0.44448 0.06 0.01 0.08 0.13
C -0.11902 -2.21934 -0.07941 -0.04 0.03 -0.02 0.08
O -1.20336 -1.68642 0.20711 -0.02 -0.06 0.13 0.20
C -0.04191 -3.66411 -0.06933 0.00 -0.04 -0.05 0.04
C 1.11147 -4.30299 -0.30676 -0.02 -0.02 0.01 -0.01
C 2.34213 -3.59682 -0.58527 0.01 0.00 -0.01 0.05
C 3.52532 -4.30382 -0.78888 -0.01 0.01 0.00 -0.03
C 4.70795 -3.63507 -1.04202 0.00 0.00 0.00 0.08
C 4.71631 -2.24362 -1.08950 0.00 0.00 0.00 -0.04
C 3.55094 -1.53017 -0.89448 0.01 0.01 0.00 0.09
C 2.34088 -2.19079 -0.64618 -0.02 0.01 0.00 0.00
H -2.07693 4.66595 0.50121 0.01 0.00 0.00 0.00
H -3.33440 3.42064 0.29988 0.00 0.00 -0.01 0.01
H -2.72256 4.29389 -1.12735 -0.01 0.00 0.00 0.00
H -0.62823 5.17857 -1.19570 0.01 0.00 0.00 0.00
H 1.56361 5.55321 -2.21704 0.00 0.00 0.00 0.00
H 3.15889 3.67109 -2.48186 0.00 0.00 0.00 0.00
H 2.53322 1.42863 -1.69492 0.00 0.00 0.00 0.00
H -0.96196 -4.18628 0.15334 0.00 0.00 0.00 0.00
H 1.14712 -5.38577 -0.28216 0.00 0.00 0.00 0.00
H 3.50766 -5.38541 -0.74385 0.00 0.00 0.00 0.00
H 5.62275 -4.19034 -1.19744 0.00 0.00 0.00 0.00
H 5.64117 -1.71552 -1.27766 0.00 0.00 0.00 0.00
H 3.56874 -0.45162 -0.92085 0.00 0.00 0.00 0.01
C -3.09673 -1.21504 2.93259 0.01 0.01 0.00 0.00
C -3.81196 -0.06074 2.32798 -0.01 0.02 0.00 0.01
C -5.17454 0.28976 2.83122 0.00 0.00 -0.01 0.00
O -3.32434 0.63935 1.43827 0.07 -0.13 -0.04 -0.01
H -3.69747 -2.11575 2.78684 0.00 0.00 0.00 0.00
H -3.02824 -1.05899 4.01201 0.00 0.00 0.00 0.00
H -2.10874 -1.34899 2.50226 0.01 0.00 0.00 0.00
H -5.59700 -0.49412 3.45373 0.00 0.00 0.00 0.00
H -5.83148 0.50629 1.99010 0.00 0.01 0.00 0.00
H -5.09121 1.20345 3.42462 0.00 -0.01 0.01 0.00
```
Forces are in eV/Å.

Computed properties:
E: -1227.7676 a.u.
2S+1: 3
<S²>: 2.075
Frontier orbital gap (spin up / spin down): 6.5421 / 5.9656 eV
Total charge: +1
LUMO (spin up / spin down): -3.9 / -5.5 eV


No. 2
The following is a DFT calculation (ωB97M-V/def2-TZVPD) of C20H19N3O4S in the gas phase.

XYZ file:
```
47
Properties=species:S:1:pos:R:3:forces:R:3:lowdin_charge:R:1
C 7.92729 -0.13210 0.85368 0.16 0.03 -0.33 -0.08
O 7.28119 -0.23779 2.10886 -0.01 -0.01 0.37 -0.06
C 5.94701 -0.38106 2.07532 -0.55 -0.06 -0.19 -0.36
C 5.26367 -0.48641 3.29514 0.10 0.02 -0.18 0.02
C 3.89802 -0.63391 3.25768 0.09 0.02 -0.31 -0.01
C 3.23943 -0.67405 2.02296 0.55 0.04 -0.13 -0.20
N 1.85050 -0.83631 2.01600 -0.27 -0.08 0.35 0.13
C 1.00523 -0.83698 0.94692 -0.13 -0.05 0.26 -0.42
O 1.34380 -0.67797 -0.20554 0.07 0.09 -0.15 0.09
C -0.42999 -1.04384 1.32577 -0.34 0.00 -0.11 -0.12
C -0.82780 -1.91166 2.34045 0.01 0.10 -0.08 -0.02
C -2.17183 -2.09232 2.62200 -0.04 0.07 0.02 -0.05
C -3.13164 -1.40122 1.89910 -0.15 -0.05 0.02 -0.04
C -2.73156 -0.55062 0.88626 -0.36 0.18 -0.30 -0.25
S -3.96972 0.37479 -0.03181 0.08 -0.11 0.12 0.69
O -3.84689 1.75747 0.31018 0.24 0.01 -0.19 -0.26
O -5.23960 -0.26263 0.17160 0.18 -0.22 -0.06 -0.28
N -3.45314 0.11388 -1.60825 -0.26 -0.01 1.10 -0.23
C -3.82728 -1.20073 -2.07482 -0.17 -0.44 -0.11 -0.09
C -3.34983 1.17941 -2.51639 0.14 0.78 -0.33 -0.26
C -2.57785 2.28531 -2.16974 0.03 0.08 -0.15 -0.03
C -2.44030 3.34036 -3.05173 0.02 -0.02 0.05 -0.07
C -3.04943 3.30255 -4.29503 -0.05 0.02 -0.09 -0.09
C -3.80749 2.20014 -4.64669 0.05 0.09 -0.07 -0.08
C -3.96422 1.14508 -3.76536 -0.03 -0.21 0.24 -0.02
C -1.39843 -0.37178 0.58559 0.29 -0.03 0.05 0.02
C 4.01384 -0.55943 0.87379 -0.63 -0.07 -0.04 -0.05
N 5.32836 -0.41797 0.90719 0.88 0.09 0.38 0.14
H 7.75995 -1.03156 0.25752 0.04 0.08 0.00 0.09
H 7.55077 0.72926 0.29824 0.07 -0.07 0.00 0.09
H 8.98606 -0.01166 1.07237 -0.06 -0.01 0.01 0.09
H 5.81359 -0.44979 4.22058 0.04 0.00 0.12 0.12
H 3.33200 -0.71831 4.17577 -0.03 0.00 0.10 0.11
H 1.43203 -0.90499 2.93388 -0.03 0.05 -0.26 0.13
H -0.09184 -2.47805 2.89384 0.07 -0.05 0.03 0.12
H -2.47120 -2.77399 3.40349 -0.04 -0.06 0.04 0.11
H -4.18623 -1.51711 2.09240 -0.11 -0.08 0.07 0.12
H -3.56135 -1.91117 -1.29231 -0.02 -0.18 -0.14 0.09
H -4.90101 -1.28650 -2.26432 0.07 -0.04 -0.05 0.09
H -3.26588 -1.43679 -2.97753 0.04 0.02 0.05 0.10
H -2.10749 2.32173 -1.20143 0.09 0.02 0.03 0.10
H -1.84361 4.19442 -2.76815 0.05 0.06 0.03 0.11
H -2.93401 4.12546 -4.98412 0.01 0.06 -0.05 0.10
H -4.28985 2.15941 -5.61245 -0.03 -0.01 -0.06 0.10
H -4.57014 0.29978 -4.05144 -0.06 -0.10 -0.01 0.11
H -1.10084 0.27922 -0.22139 0.12 0.04 -0.13 0.12
H 3.56770 -0.57959 -0.10808 -0.12 -0.02 0.06 0.11
```
Forces are in eV/Å.

Computed properties:
E: -1636.9486 a.u.
2S+1: 1
Frontier orbital gap: 8.5712 eV
LUMO: 0.2 eV


No. 3
The following is a DFT calculation (ωB97M-V/def2-TZVPD) of a molecular structure, C20H19N4O3STi.

XYZ file:
```
48
Properties=species:S:1:pos:R:3:forces:R:3:mulliken_spin:R:1
Ti -1.21317 -0.33169 -0.40760 -0.94 0.03 -0.04 1.82
O 5.59919 -0.12840 0.81920 0.05 0.07 -0.03 0.00
C 5.06843 0.61172 -0.01928 -0.20 -0.11 0.00 0.00
O 5.45148 1.57461 -0.69318 0.07 0.02 0.02 0.00
C 3.55905 0.26629 -0.25646 0.21 0.02 0.03 0.03
C 2.96830 -0.78754 0.42720 -0.07 0.05 -0.01 -0.02
C 1.61263 -1.00589 0.26989 0.05 0.06 -0.05 0.03
N 0.86089 -0.19943 -0.50255 0.38 -0.02 -0.04 -0.02
C 1.43888 0.77370 -1.22654 0.16 -0.08 0.01 0.03
C 2.79581 1.02592 -1.12984 -0.08 0.01 0.04 -0.01
C 0.51191 1.52342 -2.10367 -0.04 -0.01 -0.14 0.02
C 0.95162 2.50737 -2.97844 -0.03 0.05 0.05 0.00
C 0.03127 3.15156 -3.78616 0.00 -0.01 -0.01 0.01
C -1.30642 2.79501 -3.70885 -0.01 0.04 -0.04 0.01
C -1.66894 1.79752 -2.82797 0.00 -0.06 0.07 0.01
N -0.78943 1.16766 -2.04094 0.13 -0.21 0.11 0.01
C 0.86542 -2.11337 0.90795 -0.07 -0.08 -0.04 0.00
C 1.49532 -3.11658 1.63102 -0.02 0.01 0.07 0.00
C 0.73202 -4.12814 2.18772 0.01 0.00 -0.01 0.01
C -0.64244 -4.12283 2.00204 -0.01 -0.03 0.03 0.00
C -1.19901 -3.10471 1.25573 0.00 0.05 -0.03 0.01
N -0.47352 -2.11760 0.71597 0.15 0.09 -0.16 0.01
H 3.61607 -1.37158 1.06872 0.00 0.00 0.00 0.00
H 3.31801 1.80624 -1.66906 -0.01 0.01 0.00 0.00
H 1.99925 2.76380 -3.02827 0.00 0.00 0.01 0.00
H 0.35664 3.92015 -4.47419 0.00 0.00 0.00 0.00
H -2.05470 3.27251 -4.32454 0.00 0.00 0.00 0.00
H -2.69971 1.47826 -2.74139 -0.01 -0.01 0.00 -0.01
H 2.56867 -3.10810 1.75031 0.00 0.01 0.01 0.00
H 1.20668 -4.91805 2.75419 0.00 0.00 0.00 0.00
H -1.27111 -4.89741 2.41677 0.00 0.01 -0.01 0.00
H -2.26542 -3.06667 1.07182 -0.01 0.00 0.00 -0.01
C -5.99513 -1.13118 -0.86257 -0.13 -0.02 -0.01 0.00
C -4.57218 -0.89275 -0.72650 0.11 0.01 0.00 0.07
N -3.44646 -0.70399 -0.61906 0.27 0.05 0.02 -0.02
H -6.52277 -0.67071 -0.02873 0.00 0.00 0.00 0.00
H -6.18844 -2.20277 -0.86623 0.00 0.00 0.00 0.00
H -6.35038 -0.69890 -1.79676 0.00 0.00 0.00 0.00
C -0.05524 0.50895 3.32851 -0.06 0.02 -0.01 0.01
S -0.79557 1.75723 2.28298 0.18 0.04 0.10 0.00
C 0.71740 2.45650 1.62944 -0.08 0.02 -0.01 0.01
O -1.47255 0.99608 1.14516 0.04 -0.02 0.05 0.01
H 0.46761 1.01824 4.13810 0.00 0.00 -0.01 0.00
H 0.63845 -0.09812 2.74900 0.00 0.01 -0.01 0.00
H -0.86156 -0.09606 3.73832 0.00 0.00 0.00 0.00
H 1.18702 3.02658 2.43142 -0.01 0.00 0.01 0.00
H 0.43670 3.13500 0.82536 0.01 0.00 0.00 0.00
H 1.38942 1.67812 1.27197 -0.02 -0.01 0.02 0.00
```
Forces are in eV/Å.

Computed properties:
E: -2465.7947 a.u.
2S+1: 3
<S²>: 2.007
Frontier orbital gap (spin up / spin down): 6.4829 / 6.3775 eV
Total charge: +1
LUMO (spin up / spin down): -3.6 / -3.7 eV


No. 4
The following is a DFT calculation (ωB97M-V/def2-TZVPD) of C20H19NO2 in the gas phase.

XYZ file:
```
42
Properties=species:S:1:pos:R:3:forces:R:3:lowdin_charge:R:1
C 4.68700 -3.75619 2.11615 -1.51 -0.38 -1.91 -0.01
C 4.33458 -2.81982 1.23075 -1.53 0.01 0.45 -0.14
C 3.32710 -3.18788 0.08045 0.96 -0.34 0.91 -0.16
N 1.96210 -2.60220 0.16914 2.26 -1.60 0.07 -0.01
C 0.95742 -3.49622 0.71331 1.25 2.86 -0.73 -0.28
C 1.22622 -4.57281 1.71040 1.42 0.64 -1.54 -0.02
C -0.23046 -3.04522 0.52284 -4.62 -0.26 1.34 -0.08
C -0.77284 -1.85499 -0.20726 -1.19 -0.41 -0.71 -0.12
C 0.31875 -0.96584 -0.67704 -0.55 1.27 -0.07 -0.06
C -0.08011 0.30339 -1.23376 3.09 -2.02 0.32 -0.25
O -1.37500 0.66730 -1.36799 -1.28 -0.29 1.51 0.07
C -1.88130 1.38572 -0.29859 4.45 2.96 0.95 -0.38
O -1.19767 2.06534 0.50888 -1.18 -3.06 -2.28 0.10
C -3.25301 1.59996 -0.41707 -2.58 -1.66 -0.54 -0.17
C -3.80549 2.56442 0.37952 0.87 1.43 1.33 -0.04
C -5.11995 2.79675 0.25012 -2.14 0.08 -0.86 -0.07
C -5.95025 2.01434 -0.63987 -0.66 0.57 2.07 -0.07
C -5.49183 0.82835 -1.17845 0.80 -0.01 -0.87 -0.06
C -4.07564 0.72571 -1.14098 -1.25 -0.51 0.81 0.01
C 0.87709 1.17008 -1.69173 1.58 -0.63 0.36 -0.01
C 2.24479 0.78609 -1.50478 -1.67 0.74 0.81 -0.05
C 2.61084 -0.43295 -0.84752 3.08 1.92 -1.87 -0.04
C 1.67543 -1.35835 -0.48264 -2.30 -0.79 0.71 -0.15
H 4.26675 -4.77371 2.01697 0.57 0.49 0.05 0.06
H 5.26806 -3.53213 2.94524 1.07 0.28 1.42 0.03
H 4.54807 -1.76196 1.48835 0.07 -0.65 -0.68 0.10
H 3.31497 -4.32898 0.14019 -0.43 1.56 -0.37 0.12
H 3.80115 -2.93255 -0.86540 -0.18 0.06 -0.23 0.10
H 0.40710 -5.03139 2.20437 -1.17 -0.10 -0.17 0.08
H 1.79302 -4.08038 2.45777 1.12 -0.05 0.91 0.08
H 1.78172 -5.30672 1.15095 0.54 -0.75 0.53 0.07
H -0.91517 -3.56954 1.20617 -0.45 0.28 -0.79 0.11
H -1.35019 -2.19731 -1.12577 0.36 0.26 0.98 0.14
H -1.53666 -1.26854 0.40437 0.95 -0.86 -0.47 0.14
H -3.23715 3.17348 1.14361 -0.38 -1.00 -1.31 0.15
H -5.45562 3.60360 0.90015 -0.85 -0.19 -0.55 0.11
H -7.01604 2.24213 -0.64918 0.20 0.05 -0.11 0.10
H -6.16387 0.01069 -1.66866 1.40 1.86 0.91 0.14
H -3.68967 -0.20928 -1.45417 0.81 -0.47 -0.73 0.10
H 0.54102 2.12594 -2.10542 0.51 -0.29 0.12 0.13
H 2.88753 1.66569 -1.67227 0.50 -1.20 -0.10 0.10
H 3.74447 -0.62743 -0.80815 -1.95 0.21 0.33 0.13
```
Forces are in eV/Å.

Computed properties:
E: -978.6284 a.u.
2S+1: 1
Frontier orbital gap: 7.3970 eV
LUMO: 0.0 eV


No. 5
The following is a DFT calculation (ωB97M-V/def2-TZVPD) of C20H20Br2N2O2S in the gas phase.

XYZ file:
```
47
Properties=species:S:1:pos:R:3:forces:R:3:lowdin_charge:R:1
O 2.59160 -0.48714 -0.33935 -0.57 -0.20 0.13 0.06
C 1.58896 -1.10859 -0.67743 0.85 1.01 -0.50 -0.45
C 0.17820 -0.46910 -0.61792 0.70 0.76 -0.01 -0.09
C 0.21202 0.85358 0.22377 -0.28 -0.39 -0.82 -0.18
C -1.18965 1.48922 0.31869 0.60 -0.22 1.21 -0.20
N -1.26151 2.30239 1.54169 -1.22 -0.71 0.42 -0.17
C -2.62949 2.61801 1.99855 0.70 0.27 -0.12 -0.18
C -2.56630 2.96896 3.48015 0.33 -0.90 -0.06 -0.14
C -1.58762 4.06576 3.76501 -0.44 0.06 -0.29 -0.19
C -1.82606 4.91786 4.85708 0.94 0.52 -0.46 -0.04
C -0.99005 6.01828 5.02861 -0.03 -0.17 0.01 -0.08
C 0.07737 6.25489 4.12988 0.10 1.00 1.29 -0.10
C 0.33014 5.38475 3.11667 -1.31 -1.26 -0.23 -0.05
C -0.55001 4.29137 2.87316 0.73 0.47 -0.15 -0.11
C -0.37422 3.44638 1.60390 -1.20 -0.06 0.71 -0.13
N 1.75536 -2.35608 -1.20688 -2.26 1.39 0.60 0.08
C 3.01641 -2.96417 -1.34897 0.88 -0.40 0.02 -0.26
C 3.88044 -2.33068 -2.48939 -0.22 -0.03 0.25 0.00
C 3.96438 -3.39159 -3.60840 1.10 1.07 -1.35 -0.35
O 4.49077 -3.29341 -4.70234 -0.21 0.45 0.86 0.08
C 3.31312 -4.58063 -3.14930 -0.89 -1.56 1.60 -0.27
C 3.29126 -5.89669 -3.52725 0.01 0.36 -0.45 -0.91
Br 4.13385 -6.57653 -5.09909 -0.65 0.11 0.93 0.76
S 2.41599 -6.84924 -2.37578 0.13 0.22 0.03 0.98
C 2.16623 -5.48332 -1.30996 0.32 0.28 -0.05 -0.92
Br 1.45934 -5.66657 0.46772 0.34 0.04 -1.13 0.70
C 2.71104 -4.35838 -1.86175 0.96 -0.81 0.30 -0.27
H -0.19939 -0.19262 -1.63137 0.39 -0.60 0.50 0.13
H -0.49293 -1.20726 -0.17272 -0.22 0.17 -0.03 0.11
H 0.87756 1.61502 -0.22064 0.02 -0.71 0.04 0.12
H 0.59871 0.62066 1.21184 -0.10 0.08 0.16 0.12
H -1.39558 2.04765 -0.59595 -0.15 0.26 -0.25 0.12
H -1.94382 0.69569 0.40974 0.07 0.23 0.02 0.12
H -3.29482 1.77220 1.84804 0.16 -0.28 -0.05 0.11
H -3.06476 3.44232 1.42453 -0.06 0.31 -0.11 0.12
H -3.52667 3.26431 3.87234 -0.50 0.00 0.01 0.11
H -2.27080 2.03552 3.99497 -0.08 0.39 -0.01 0.13
H -2.67747 4.74615 5.52192 0.36 0.00 -0.20 0.11
H -1.17222 6.65572 5.88888 0.14 0.17 -0.24 0.10
H 0.76449 7.13162 4.21959 -0.81 -0.80 0.27 0.11
H 1.19508 5.56624 2.53264 0.56 -0.04 -0.86 0.10
H -0.53369 4.05326 0.72744 -0.06 0.83 -0.56 0.12
H 0.61305 3.08027 1.54250 1.36 -0.30 0.05 0.10
H 0.94088 -2.84974 -1.51484 -0.18 -0.19 -0.05 0.14
H 3.57947 -2.90153 -0.36934 -0.63 -0.39 -1.00 0.18
H 4.86933 -2.10673 -2.06455 -0.15 0.06 -0.55 0.14
H 3.40332 -1.39677 -2.84478 0.46 -0.47 0.11 0.14
```
Forces are in eV/Å.

Computed properties:
E: -6580.3172 a.u.
2S+1: 1
Frontier orbital gap: 7.9348 eV
LUMO: -0.4 eV


Q: Which formula does entry 5 have?
A: C20H20Br2N2O2S


Q: Look up the E of the third one.
A: -2465.7947 a.u.


Q: What is the formula in the first record?
A: C20H19N2O3Pt


Q: Which formula does entry 3 have?
A: C20H19N4O3STi